The following is a quantum chemistry calculation of a single C3H5N3S molecule, from the Open Molecules 2025 dataset.

## Properties
Gap between HOMO and LUMO (eV): 9.072
Structure (SMILES): Nc1cnc(S)[nH]1
Highest occupied orbital energy (eV): -8.3787
ΔE to the lowest compared entry with this formula, charge and spin (kJ/mol): 164.8

Bonds (Å) are listed after each position.
Atoms and positions in Å:
1 C 0.830 -0.117 -0.107  C2 1.442, N9 1.455, N11 1.434
2 C 0.166 -1.327 0.312  C1 1.442, H6 1.018, N10 1.434
3 C -1.365 0.202 0.036  N10 1.272, N11 1.327, S12 1.732
4 H 2.432 0.035 -1.476  N9 1.044
5 H 3.014 -0.065 0.074  N9 1.080
6 H 0.552 -2.202 0.660  C2 1.018
7 H -3.331 0.572 1.198  S12 1.476
8 H -0.059 1.914 -0.059  N11 1.149
9 N 2.170 0.291 -0.499  C1 1.455, H4 1.044, H5 1.080
10 N -1.234 -1.020 0.367  C2 1.434, C3 1.272
11 N -0.242 0.811 -0.323  C1 1.434, C3 1.327, H8 1.149
12 S -2.932 0.905 -0.184  C3 1.732, H7 1.476

natural (NBO) atomic charge list, values in e, 4 entries: C 0.2422; C -0.1118; C 0.1761; H 0.3809



The following is a quantum chemistry calculation of 4 unconnected molecules or ions with the total composition CH8NO5, from the Open Molecules 2025 dataset.

## Properties
Total charge: -1
Gap between HOMO and LUMO (eV): 9.195
Highest occupied orbital energy (eV): -5.2905
ΔE to the lowest compared entry with this formula, charge and spin (kJ/mol): 11.9

Bonds (Å) are listed after each position.
Atoms and positions in Å:
1 N 1.272 1.193 -0.938  C2 1.407, H5 1.002, H6 1.003
2 C 1.074 0.362 0.181  N1 1.407, O3 1.233, O4 1.284
3 O 2.054 -0.011 0.829  C2 1.233
4 O -0.160 0.067 0.377  C2 1.284
5 H 2.184 1.465 -1.252  N1 1.002
6 H 0.500 1.230 -1.577  N1 1.003
7 H -1.497 0.810 -0.184  O9 1.007
8 H -2.281 2.088 0.015  O9 0.962
9 O -2.327 1.281 -0.505  H7 1.007, H8 0.962
10 H -0.106 -1.018 1.875  O12 0.984
11 H 1.080 -1.789 2.321  O12 0.968
12 O 0.173 -1.611 2.608  H10 0.984, H11 0.968
13 H -1.575 -1.834 -1.819  O15 0.965
14 H -1.526 -0.365 -1.906  O15 0.968
15 O -1.288 -1.144 -2.429  H13 0.965, H14 0.968

natural (NBO) atomic charge list, values in e, 4 entries: N -0.9083; C 0.8848; O -0.7649; O -0.8696



The following is a quantum chemistry calculation of a single C4H6N2O2 molecule, from the Open Molecules 2025 dataset.

## Properties
Gap between HOMO and LUMO (eV): 8.625
Structure (SMILES): NCc1ocnc1O
Highest occupied orbital energy (eV): -8.0067
ΔE to the lowest compared entry with this formula, charge and spin (kJ/mol): 132.4

Bonds (Å) are listed after each position.
Atoms and positions in Å:
1 C 0.971 -0.947 -0.053  C2 1.463, H7 1.082, H8 1.093, N11 1.473
2 C -0.368 -0.358 -0.084  C1 1.463, C4 1.392, O13 1.368
3 C -2.519 -0.179 0.042  H9 1.061, N12 1.268, O13 1.380
4 C -0.745 0.982 -0.057  C2 1.392, N12 1.387, O14 1.317
5 H 2.823 0.033 -0.399  N11 1.043
6 H 2.068 0.314 1.019  N11 1.014
7 H 1.016 -1.643 0.773  C1 1.082
8 H 1.125 -1.495 -0.986  C1 1.093
9 H -3.505 -0.570 0.031  C3 1.061
10 H 0.896 1.669 -0.214  O14 1.006
11 N 1.887 0.204 0.028  C1 1.473, H5 1.043, H6 1.014
12 N -2.129 1.027 0.019  C3 1.268, C4 1.387
13 O -1.508 -1.113 -0.050  C2 1.368, C3 1.380
14 O -0.012 2.076 -0.067  C4 1.317, H10 1.006

natural (NBO) atomic charge list, values in e, 4 entries: C -0.2546; C 0.0966; C 0.3263; C 0.3816



The following is a quantum chemistry calculation of 10 unconnected molecules or ions with the total composition C41H98Cl8NO21P5, from the Open Molecules 2025 dataset.

## Properties
Total charge: -1
Gap between HOMO and LUMO (spin up / spin down) (eV): 1.434 / 9.576
Highest occupied orbital energy (spin up / spin down) (eV): 0.4190 / -7.7438
Multiplicity: 2

Bonds (Å) are listed after each position.
Atoms and positions in Å:
1 C -0.365 -1.874 -2.592  O2 1.200, N3 1.366, H6 1.101
2 O -1.100 -2.593 -1.974  C1 1.200
3 N 0.040 -0.611 -2.269  C1 1.366, C4 1.508, C5 1.448
4 C 1.194 0.050 -2.980  N3 1.508, H7 1.090, H8 1.090, H9 1.090
5 C -0.418 0.140 -1.118  N3 1.448, H10 1.090, H11 1.090, H12 1.090
6 H 0.171 -2.289 -3.459  C1 1.101
7 H 2.214 -0.220 -2.706  C4 1.090
8 H 1.141 1.139 -2.960  C4 1.090
9 H 1.147 -0.258 -4.025  C4 1.090
10 H -0.411 1.226 -1.211  C5 1.090
11 H -1.435 -0.083 -0.796  C5 1.090
12 H 0.128 0.018 -0.182  C5 1.090
13 Cl 1.617 -5.834 -7.960  C14 1.718
14 C 2.421 -4.658 -6.999  Cl13 1.718, C15 1.510, H17 1.090, H18 1.090
15 C 1.447 -3.985 -6.062  C14 1.510, Cl16 1.789, H19 1.090, H20 1.090
16 Cl 0.189 -3.022 -6.893  C15 1.789
17 H 2.985 -3.879 -7.512  C14 1.090
18 H 3.007 -5.253 -6.299  C14 1.090
19 H 1.888 -3.305 -5.332  C15 1.090
20 H 0.763 -4.718 -5.634  C15 1.090
21 Cl 1.501 -1.694 3.101  C22 1.772
22 C -0.162 -2.200 2.756  Cl21 1.772, C23 1.609, H25 1.090, H26 1.090
23 C -0.987 -2.696 4.045  C22 1.609, Cl24 1.801, H27 1.090, H28 1.090
24 Cl -0.163 -4.155 4.706  C23 1.801
25 H -0.060 -3.063 2.098  C22 1.090
26 H -0.632 -1.499 2.066  C22 1.090
27 H -2.043 -2.853 3.828  C23 1.090
28 H -1.107 -1.843 4.712  C23 1.090
29 Cl -2.697 -5.099 1.203  C30 1.758
30 C -2.767 -5.405 -0.526  Cl29 1.758, C31 1.567, H33 1.090, H34 1.090
31 C -3.707 -6.575 -0.976  C30 1.567, Cl32 1.796, H35 1.090, H36 1.090
32 Cl -3.109 -8.256 -0.773  C31 1.796
33 H -1.744 -5.638 -0.822  C30 1.090
34 H -3.168 -4.500 -0.983  C30 1.090
35 H -3.807 -6.468 -2.056  C31 1.090
36 H -4.703 -6.561 -0.532  C31 1.090
37 Cl 0.555 4.073 -2.759  C38 1.745
38 C 2.200 4.622 -2.948  Cl37 1.745, C39 1.557, H41 1.090, H42 1.090
39 C 3.200 3.446 -2.746  C38 1.557, Cl40 1.792, H43 1.090, H44 1.090
40 Cl 2.893 2.673 -1.158  C39 1.792
41 H 2.434 5.431 -2.256  C38 1.090
42 H 2.375 5.132 -3.896  C38 1.090
43 H 4.247 3.746 -2.764  C39 1.090
44 H 3.190 2.663 -3.504  C39 1.090
45 C 9.212 1.851 3.883  C46 1.467, H56 1.090, H57 1.090, H58 1.090
46 C 8.919 2.025 2.456  C45 1.467, O47 1.425, H59 1.090, H60 1.090
47 O 7.709 1.361 2.100  C46 1.425, P48 1.670
48 P 7.039 1.891 0.665  O47 1.670, O49 1.490, O50 1.671, O53 1.627
49 O 7.973 2.003 -0.491  P48 1.490
50 O 5.893 0.719 0.339  P48 1.671, C51 1.450
51 C 5.947 -0.025 -0.904  O50 1.450, C52 1.461, H61 1.090, H62 1.090
52 C 5.249 0.597 -2.026  C51 1.461, H63 1.090, H64 1.090, H65 1.090
53 O 6.134 3.214 0.942  P48 1.627, C54 1.358
54 C 5.038 3.126 1.739  O53 1.358, C55 1.526, H66 1.090, H67 1.090
55 C 4.717 4.503 2.313  C54 1.526, H68 1.090, H69 1.090, H70 1.090
56 H 9.430 0.794 4.037  C45 1.090
57 H 10.117 2.404 4.137  C45 1.090
58 H 8.356 2.287 4.399  C45 1.090
59 H 9.061 3.081 2.227  C46 1.090
60 H 9.664 1.447 1.910  C46 1.090
61 H 6.873 -0.528 -1.183  C51 1.090
62 H 5.373 -0.952 -0.880  C51 1.090
63 H 5.262 0.097 -2.995  C52 1.090
64 H 4.166 0.632 -1.908  C52 1.090
65 H 5.603 1.622 -2.136  C52 1.090
66 H 4.123 2.939 1.177  C54 1.090
67 H 5.197 2.385 2.523  C54 1.090
68 H 5.586 4.975 2.770  C55 1.090
69 H 4.221 5.170 1.607  C55 1.090
70 H 3.983 4.374 3.109  C55 1.090
71 C -0.290 0.077 7.797  C72 1.566, H82 1.090, H83 1.090, H84 1.090
72 C -1.785 0.499 7.593  C71 1.566, O73 1.411, H85 1.090, H86 1.090
73 O -1.776 1.693 6.841  C72 1.411, P74 1.625
74 P -2.285 1.797 5.302  O73 1.625, O75 1.516, O76 1.605, O79 1.570
75 O -2.631 0.421 4.768  P74 1.516
76 O -3.592 2.730 5.305  P74 1.605, C77 1.405
77 C -4.244 2.808 4.063  O76 1.405, C78 1.571, H87 1.090, H88 1.090
78 C -5.791 2.876 4.328  C77 1.571, H89 1.090, H90 1.090, H91 1.090
79 O -1.270 2.640 4.452  P74 1.570, C80 1.394
80 C -0.153 2.249 3.715  O79 1.394, C81 1.501, H92 1.090, H93 1.090
81 C -0.515 1.707 2.363  C80 1.501, H94 1.090, H95 1.090, H96 1.090
82 H -0.255 -0.773 8.478  C71 1.090
83 H 0.230 -0.189 6.877  C71 1.090
84 H 0.344 0.767 8.354  C71 1.090
85 H -2.290 -0.332 7.102  C72 1.090
86 H -2.219 0.638 8.584  C72 1.090
87 H -3.841 3.691 3.566  C77 1.090
88 H -3.982 2.012 3.366  C77 1.090
89 H -6.216 3.500 5.114  C78 1.090
90 H -6.349 3.158 3.435  C78 1.090
91 H -6.182 1.892 4.588  C78 1.090
92 H 0.443 3.156 3.616  C80 1.090
93 H 0.500 1.614 4.314  C80 1.090
94 H -0.609 2.527 1.651  C81 1.090
95 H 0.156 0.950 1.957  C81 1.090
96 H -1.533 1.335 2.253  C81 1.090
97 C -9.692 -3.423 -0.500  C98 1.493, H108 1.090, H109 1.090, H110 1.090
98 C -8.550 -4.016 -1.257  C97 1.493, O99 1.431, H111 1.090, H112 1.090
99 O -7.724 -2.865 -1.460  C98 1.431, P100 1.632
100 P -6.210 -2.902 -2.068  O99 1.632, O101 1.462, O102 1.673, O105 1.691
101 O -6.066 -3.893 -3.133  P100 1.462
102 O -5.190 -3.193 -0.774  P100 1.673, C103 1.458
103 C -4.938 -2.075 0.129  O102 1.458, C104 1.517, H113 1.090, H114 1.090
104 C -3.608 -1.371 -0.053  C103 1.517, H115 1.090, H116 1.090, H117 1.090
105 O -5.956 -1.280 -2.474  P100 1.691, C106 1.375
106 C -5.213 -0.939 -3.579  O105 1.375, C107 1.565, H118 1.090, H119 1.090
107 C -5.574 0.547 -3.911  C106 1.565, H120 1.090, H121 1.090, H122 1.090
108 H -10.092 -2.554 -1.023  C97 1.090
109 H -10.443 -4.191 -0.316  C97 1.090
110 H -9.325 -3.146 0.488  C97 1.090
111 H -8.119 -4.844 -0.695  C98 1.090
112 H -8.794 -4.448 -2.228  C98 1.090
113 H -5.686 -1.303 0.312  C103 1.090
114 H -4.889 -2.498 1.132  C103 1.090
115 H -3.311 -0.764 0.803  C104 1.090
116 H -2.867 -2.144 -0.259  C104 1.090
117 H -3.677 -0.710 -0.917  C104 1.090
118 H -4.181 -1.064 -3.253  C106 1.090
119 H -5.419 -1.606 -4.416  C106 1.090
120 H -5.000 0.783 -4.806  C107 1.090
121 H -6.644 0.688 -4.063  C107 1.090
122 H -5.326 1.245 -3.110  C107 1.090
123 C 5.111 -8.166 -2.643  C124 1.575, H134 1.090, H135 1.090, H136 1.090
124 C 4.692 -6.926 -1.766  C123 1.575, O125 1.378, H137 1.090, H138 1.090
125 O 5.482 -5.913 -2.264  C124 1.378, P126 1.606
126 P 4.842 -4.626 -2.981  O125 1.606, O127 1.574, O128 1.583, O131 1.658
127 O 3.563 -4.814 -3.879  P126 1.574
128 O 4.661 -3.577 -1.809  P126 1.583, C129 1.457
129 C 3.283 -3.198 -1.525  O128 1.457, C130 1.510, H139 1.090, H140 1.090
130 C 3.245 -3.203 -0.016  C129 1.510, H141 1.090, H142 1.090, H143 1.090
131 O 6.172 -3.891 -3.644  P126 1.658, C132 1.461
132 C 7.519 -4.127 -3.130  O131 1.461, C133 1.488, H144 1.090, H145 1.090
133 C 8.322 -3.110 -3.862  C132 1.488, H146 1.090, H147 1.090, H148 1.090
134 H 5.710 -8.854 -2.046  C123 1.090
135 H 4.160 -8.610 -2.938  C123 1.090
136 H 5.797 -7.945 -3.461  C123 1.090
137 H 3.613 -6.835 -1.887  C124 1.090
138 H 4.768 -7.253 -0.729  C124 1.090
139 H 2.995 -2.189 -1.820  C129 1.090
140 H 2.481 -3.790 -1.966  C129 1.090
141 H 2.184 -3.335 0.194  C130 1.090
142 H 3.802 -4.069 0.344  C130 1.090
143 H 3.684 -2.323 0.454  C130 1.090
144 H 7.553 -3.985 -2.050  C132 1.090
145 H 7.911 -5.107 -3.401  C132 1.090
146 H 7.739 -2.212 -4.067  C133 1.090
147 H 9.247 -2.891 -3.327  C133 1.090
148 H 8.694 -3.631 -4.744  C133 1.090
149 C -5.797 8.312 1.514  C150 1.524, H160 1.090, H161 1.090, H162 1.090
150 C -5.895 6.823 1.203  C149 1.524, O151 1.401, H163 1.090, H164 1.090
151 O -4.789 6.560 0.384  C150 1.401, P152 1.618
152 P -3.993 5.207 0.774  O151 1.618, O153 1.480, O154 1.647, O157 1.649
153 O -4.852 4.002 0.818  P152 1.480
154 O -2.857 5.210 -0.419  P152 1.647, C155 1.409
155 C -3.185 5.086 -1.784  O154 1.409, C156 1.539, H165 1.090, H166 1.090
156 C -3.428 3.627 -2.207  C155 1.539, H167 1.090, H168 1.090, H169 1.090
157 O -3.287 5.635 2.202  P152 1.649, C158 1.448
158 C -2.319 6.712 2.197  O157 1.448, C159 1.512, H170 1.090, H171 1.090
159 C -1.533 6.514 3.474  C158 1.512, H172 1.090, H173 1.090, H174 1.090
160 H -6.755 8.480 2.006  C149 1.090
161 H -5.011 8.661 2.185  C149 1.090
162 H -5.812 8.996 0.666  C149 1.090
163 H -6.080 6.373 2.178  C150 1.090
164 H -6.776 6.760 0.563  C150 1.090
165 H -4.051 5.737 -1.901  C155 1.090
166 H -2.379 5.485 -2.399  C155 1.090
167 H -3.756 3.612 -3.246  C156 1.090
168 H -2.470 3.109 -2.151  C156 1.090
169 H -4.151 3.214 -1.504  C156 1.090
170 H -1.607 6.614 1.378  C158 1.090
171 H -2.800 7.690 2.178  C158 1.090
172 H -0.873 5.665 3.657  C159 1.090
173 H -1.082 7.396 3.927  C159 1.090
174 H -2.269 6.358 4.262  C159 1.090

Mulliken atomic charge list, values in e, 4 entries: C -0.1853; O -0.4575; N 0.8178; C -1.0092